Run 1
25
Properties=species:S:1:pos:R:3:nbo_charge:R:1 method="wB97M-V/def2-TZVPD" e_lumo_ev=0.839 smiles=CCCCCN.O.O charge=0 homo_energy_ev=-9.7 orbital_gap_ev=10.534
C 0.398 -2.655 0.763 -0.604
C 0.219 -1.142 0.994 -0.412
C 1.380 -0.333 0.474 -0.402
C 1.456 -0.107 -1.073 -0.401
C 0.145 0.207 -1.785 -0.225
N -0.499 1.407 -1.220 -0.858
H 0.589 -2.797 -0.305 0.191
H -0.454 -3.250 1.077 0.214
H 1.347 -2.986 1.201 0.199
H -0.722 -0.842 0.541 0.205
H 0.017 -1.007 2.067 0.205
H 2.333 -0.756 0.800 0.204
H 1.334 0.681 0.876 0.207
H 1.832 -1.021 -1.524 0.205
H 2.141 0.741 -1.147 0.199
H -0.490 -0.661 -1.594 0.175
H 0.310 0.286 -2.864 0.181
H 0.280 2.037 -1.013 0.361
H -0.981 1.930 -1.943 0.359
O -0.662 2.718 1.519 -0.952
H -1.133 2.820 2.360 0.462
H -0.791 1.763 1.375 0.489
O -2.712 0.761 0.426 -0.965
H -2.295 0.545 -0.408 0.488
H -3.043 1.661 0.405 0.477

***

Run 2
25
Properties=species:S:1:pos:R:3:nbo_charge:R:1 method="wB97M-V/def2-TZVPD" e_lumo_ev=-1.236 charge=0 homo_energy_ev=-9.0 orbital_gap_ev=7.812
C 0.136 -0.579 -2.239 -0.621
C 0.774 -0.019 -0.996 -0.248
N -0.080 0.992 -0.353 -0.415
C 0.302 1.210 1.063 -0.248
C -0.933 1.500 1.910 -0.602
C -0.043 2.245 -1.091 -0.420
H -0.765 -1.127 -1.951 0.229
H -0.126 0.157 -3.007 0.197
H 0.755 -1.332 -2.732 0.223
H 1.788 0.386 -1.168 0.171
H 0.869 -0.803 -0.251 0.232
H 1.000 2.060 1.136 0.172
H 0.749 0.282 1.398 0.247
H -0.629 1.737 2.933 0.213
H -1.608 0.644 1.932 0.207
H -1.506 2.333 1.497 0.198
H 0.986 2.636 -1.157 0.176
H -0.656 3.005 -0.602 0.205
H -0.393 2.072 -2.108 0.206
H -0.817 -3.533 -0.228 0.487
H -1.073 -1.102 0.012 0.495
O -0.541 -2.618 -0.369 -1.044
H 0.779 -2.548 2.338 0.469
H 0.049 -2.185 0.989 0.493
O 0.508 -1.795 1.808 -1.021

***

Run 3
25
Properties=species:S:1:pos:R:3:nbo_charge:R:1 method="wB97M-V/def2-TZVPD" e_lumo_ev=0.537 smiles=CC(C)N(C)C.O.O charge=0 homo_energy_ev=-8.7 orbital_gap_ev=9.266
C -0.204 -0.219 1.526 -0.660
C -0.776 -0.954 0.324 -0.064
C -1.993 -0.188 -0.224 -0.610
N -0.042 -1.297 -0.949 -0.446
C 0.791 -2.468 -0.699 -0.413
C 0.797 -0.212 -1.504 -0.430
H -0.338 0.856 1.551 0.218
H 0.839 -0.510 1.784 0.230
H -0.884 -0.398 2.372 0.227
H -1.205 -1.926 0.664 0.203
H -2.497 -0.553 -1.116 0.227
H -2.869 -0.073 0.455 0.208
H -1.813 0.851 -0.525 0.169
H 0.276 -3.412 -0.815 0.202
H 1.580 -2.450 -1.456 0.196
H 1.351 -2.342 0.279 0.169
H 0.474 0.726 -1.023 0.190
H 0.725 -0.186 -2.604 0.218
H 1.824 -0.226 -1.068 0.167
O 2.041 1.665 1.043 -0.981
H 1.852 1.004 0.394 0.468
H 1.450 2.431 1.103 0.506
O -0.244 3.229 0.454 -0.961
H -0.810 2.577 0.044 0.483
H -0.322 4.074 -0.011 0.486

***

Energy ordering: run 1 at the bottom, the next structure 31.8 kcal/mol above.

***

Run 1
38
Properties=species:S:1:pos:R:3:mulliken_charge:R:1 method="wB97M-V/def2-TZVPD" e_lumo_ev=-0.796 charge=0 homo_energy_ev=-8.7 orbital_gap_ev=7.855
Rb 1.769 -2.535 0.168 0.956
F 0.077 -1.443 -1.828 -0.873
C -0.614 0.783 0.370 0.287
O -0.419 1.549 1.553 -0.323
C -1.398 1.474 2.445 0.853
O -2.376 0.779 2.366 -0.557
O -1.096 2.263 3.473 -0.346
C -2.132 2.406 4.437 -0.631
H -1.589 0.990 -0.071 0.329
H -0.585 -0.287 0.559 -0.155
H 0.157 1.065 -0.334 -0.204
H -2.248 1.469 4.989 0.277
H -3.080 2.577 3.927 0.300
H -1.890 3.207 5.122 0.222
C 3.987 2.110 -5.618 -0.631
O 3.928 3.127 -4.631 -0.321
C 3.115 2.941 -3.578 0.744
O 2.596 3.852 -3.004 -0.543
O 3.000 1.649 -3.263 -0.328
C 2.151 1.385 -2.121 -0.734
H 4.400 1.176 -5.239 0.260
H 4.605 2.477 -6.432 0.253
H 2.990 1.915 -6.022 0.307
H 1.156 1.771 -2.304 0.291
H 2.635 1.799 -1.238 0.324
H 2.124 0.303 -2.032 0.298
C -1.048 -4.273 3.480 -0.620
O -2.044 -4.076 2.500 -0.350
C -1.805 -3.174 1.549 0.751
O -0.794 -2.519 1.455 -0.523
O -2.849 -3.076 0.765 -0.347
C -2.621 -2.297 -0.435 -0.332
H -0.292 -4.960 3.092 0.259
H -1.482 -4.738 4.360 0.235
H -0.609 -3.322 3.780 0.288
H -3.535 -2.362 -1.015 0.262
H -1.807 -2.739 -1.005 0.318
H -2.376 -1.265 -0.221 0.005

***

Run 2
38
Properties=species:S:1:pos:R:3:mulliken_charge:R:1 method="wB97M-V/def2-TZVPD" e_lumo_ev=-0.381 charge=0 homo_energy_ev=-7.3 orbital_gap_ev=6.878
Rb -1.504 0.600 -3.540 0.949
F -1.098 -0.509 -1.798 -0.751
C 2.273 3.778 -3.852 -0.712
O 1.685 3.170 -2.684 -0.295
C 0.495 2.720 -2.781 1.032
O -0.209 2.600 -3.775 -0.773
O 0.226 2.199 -1.590 -0.265
C -1.070 1.843 -1.252 -1.175
H 3.358 3.875 -3.838 0.267
H 1.800 4.749 -3.998 0.311
H 2.030 3.262 -4.781 0.311
H -1.112 0.986 -0.580 0.408
H -1.609 1.483 -2.129 0.718
H -1.490 2.682 -0.698 0.383
C -2.774 -0.737 -0.207 -0.297
O -2.545 -1.526 0.967 -0.423
C -1.914 -0.939 1.987 0.779
O -1.525 0.258 2.018 -0.671
O -1.892 -1.723 3.031 -0.392
C -0.990 -1.477 4.121 -0.632
H -3.575 -1.072 -0.866 0.334
H -1.830 -0.803 -0.748 0.440
H -2.992 0.308 0.018 0.267
H 0.067 -1.506 3.858 0.270
H -0.974 -2.297 4.839 0.317
H -1.112 -0.478 4.541 0.314
C -0.559 -1.503 0.022 0.152
O 0.801 -1.653 0.099 -0.262
C 1.449 -1.707 1.294 0.853
O 1.072 -1.376 2.390 -0.694
O 2.677 -2.066 1.009 -0.343
C 3.666 -2.099 2.013 -0.761
H -0.872 -0.729 -0.679 -0.422
H -1.121 -1.310 0.936 -0.274
H -0.913 -2.498 -0.247 0.123
H 4.664 -1.967 1.594 0.294
H 3.875 -3.087 2.423 0.298
H 3.544 -1.454 2.883 0.323

***

Energy ordering: run 1 at the bottom, the next structure 283.4 kcal/mol above.

***

Run 1
10
Properties=species:S:1:pos:R:3:nbo_charge:R:1 method="wB97M-V/def2-TZVPD" e_lumo_ev="-1.904 / -0.427" charge=0 homo_energy_ev="-7.4 / -9.1" orbital_gap_ev="5.488 / 8.633"
C 0.744 -0.725 -0.081 -0.827
N 0.049 1.758 -0.423 -0.952
O -1.730 -0.431 0.989 -0.819
S 0.322 0.754 0.733 0.869
S -2.629 -0.658 -0.464 0.095
H 1.635 -0.375 -0.668 0.253
H -0.146 -0.968 -0.631 0.257
H 0.957 -1.409 0.794 0.241
H -0.678 2.452 -0.154 0.372
H -2.499 -0.091 1.500 0.511

***

Run 2
10
Properties=species:S:1:pos:R:3:nbo_charge:R:1 method="wB97M-V/def2-TZVPD" e_lumo_ev=0.477 smiles=CSNSO charge=0 homo_energy_ev=-8.5 orbital_gap_ev=8.996
C -0.951 1.323 0.911 -0.714
S -1.583 -0.055 -0.161 0.354
N -0.153 -0.548 -0.921 -0.962
S 0.635 -2.026 -0.351 0.652
O 2.163 -1.626 -0.787 -0.857
H 0.008 1.211 0.779 0.215
H -1.063 1.103 1.924 0.215
H -1.371 2.277 0.595 0.220
H -0.358 -0.623 -1.945 0.391
H 2.673 -1.036 -0.045 0.485

***

Energy ordering: run 2 at the bottom, the next structure 49.4 kcal/mol above.

***

Run 1
9
Properties=species:S:1:pos:R:3:nbo_charge:R:1 method="wB97M-V/def2-TZVPD" e_lumo_ev=-0.818 smiles="C=NSC(=O)C#N" charge=0 homo_energy_ev=-10.5 orbital_gap_ev=9.698
C 1.892 1.326 -0.841 -0.054
N 1.251 0.406 -0.210 -0.496
S -0.518 0.432 -0.324 0.468
C -0.905 -0.922 0.664 0.235
O -0.215 -1.909 0.988 -0.455
C -2.367 -1.125 0.926 0.162
N -3.454 -1.591 1.083 -0.231
H 1.352 2.065 -1.538 0.167
H 2.964 1.318 -0.749 0.204

***

Run 2
9
Properties=species:S:1:pos:R:3:nbo_charge:R:1 method="wB97M-V/def2-TZVPD" e_lumo_ev="-0.986 / -2.298" charge=0 homo_energy_ev="-8.9 / -9.2" orbital_gap_ev="7.957 / 6.880"
C 0.515 -0.400 -0.495 -0.141
C 1.550 0.470 -0.233 -0.092
C -0.106 1.143 0.852 0.464
N -0.628 0.061 0.200 -0.619
N 1.134 1.415 0.582 -0.497
O -3.303 -0.570 0.579 -0.711
S -2.113 -1.230 0.018 1.169
H 0.345 -1.386 -1.068 0.209
H 2.606 0.496 -0.435 0.219

***

Run 3
9
Properties=species:S:1:pos:R:3:nbo_charge:R:1 method="wB97M-V/def2-TZVPD" e_lumo_ev=-1.505 smiles="S=Cc1cnno1" charge=0 homo_energy_ev=-9.6 orbital_gap_ev=8.088
S 2.693 0.187 -0.148 0.155
C 1.402 -0.706 0.031 -0.350
C 0.023 -0.206 -0.035 0.216
C -0.518 1.054 0.000 -0.123
N -1.866 0.817 -0.069 -0.194
N -2.190 -0.384 -0.154 0.123
O -0.960 -1.107 -0.143 -0.296
H 1.551 -1.698 0.450 0.225
H -0.136 2.043 0.068 0.245

***

Run 4
9
Properties=species:S:1:pos:R:3:nbo_charge:R:1 method="wB97M-V/def2-TZVPD" e_lumo_ev=-1.891 smiles="O=C1C=NNC1=S" charge=0 homo_energy_ev=-9.2 orbital_gap_ev=7.311
O 0.442 2.059 0.003 -0.426
C 0.636 0.876 -0.004 0.451
C 1.897 0.103 -0.004 -0.096
N 1.672 -1.167 0.001 -0.137
N 0.308 -1.367 0.001 -0.427
C -0.434 -0.245 0.003 -0.060
S -2.053 -0.082 -0.001 0.049
H 2.872 0.504 0.009 0.222
H -0.015 -2.337 0.003 0.424

***

Energy ordering: run 4 at the bottom, the next structure 21.7 kcal/mol above.

***

Run 1
6
Properties=species:S:1:pos:R:3:nbo_charge:R:1 method="wB97M-V/def2-TZVPD" e_lumo_ev=0.171 charge=0 homo_energy_ev=-9.5 orbital_gap_ev=9.693
C -1.332 -1.837 1.321 0.491
N 0.672 0.829 -0.448 -0.905
O -0.717 -1.061 1.867 -0.504
Br -0.891 -0.006 -1.059 0.162
H 1.494 0.254 -0.830 0.376
H 0.774 1.821 -0.852 0.380

***

Run 2
6
Properties=species:S:1:pos:R:3:nbo_charge:R:1 method="wB97M-V/def2-TZVPD" e_lumo_ev=0.273 smiles=N#CBr.O charge=0 homo_energy_ev=-11.1 orbital_gap_ev=11.323
N 2.116 -1.817 -0.158 -0.321
C 2.755 -0.871 -0.202 0.110
Br 3.830 0.558 0.040 0.209
O -0.587 -0.955 -0.263 -0.947
H -1.475 -0.849 0.144 0.465
H -0.432 -2.003 -0.213 0.483

***

Energy ordering: run 2 at the bottom, the next structure 4.7 kcal/mol above.